The following is a quantum chemistry calculation of the ion C3H8NO with charge +1 at a distorted geometry, from OMol25.

XYZ file:
```
13
Properties=species:S:1:pos:R:3:forces:R:3:lowdin_charge:R:1
O -2.29188 -0.22955 -0.16080 1.7 0.2 -0.2 0.015
N -0.29816 0.28201 0.63309 3.5 2.8 4.7 0.023
C 1.74006 0.91599 -0.75799 -3.2 -1.8 1.2 0.112
C -1.09435 -0.83104 0.28101 -1.3 -3.8 -2.1 -0.250
C 1.20765 0.16589 0.21888 -0.2 1.7 0.2 -0.080
H -1.27169 -1.74220 0.98111 0.6 2.1 -0.6 0.189
H -0.35062 0.71100 1.79781 0.2 -1.9 -4.2 0.321
H -0.47851 -1.23373 -0.61126 -1.4 0.2 1.1 0.165
H 1.76440 -0.42462 0.90096 0.2 -0.4 0.7 0.107
H 0.97596 1.25027 -1.43481 0.3 1.2 -0.5 0.084
H -0.75314 1.03574 0.13761 0.0 0.7 -0.5 0.149
H -3.03611 -0.69502 0.15216 -1.5 -0.9 0.5 0.089
H 2.76822 0.98601 -0.94801 1.2 -0.1 -0.3 0.075
```
Positions in Å, forces in eV/Å.

Properties
Maximum force = 6.461 eV Å⁻¹
Calculated total energy = -248.74959 hartree
Net charge = +1
Structure (SMILES) = C=C[NH2+]CO
Orbital gap = 11.520 eV

The following is a quantum chemistry calculation of a cluster of 2 separate species, C9H14 in total at a distorted geometry, from OMol25.

XYZ file:
```
23
Properties=species:S:1:pos:R:3:forces:R:3:lowdin_charge:R:1
C 0.11698 0.46032 -2.29863 0.9 -1.0 0.2 -0.081
C 1.52046 0.35991 -2.14651 -1.0 -0.7 0.6 -0.074
C -0.79155 1.83756 1.29554 -1.5 1.6 -1.1 -0.192
C -0.02434 1.41883 2.51762 -0.8 -3.0 0.3 -0.168
C -1.09317 -2.00448 0.33822 -0.4 0.1 -1.3 -0.048
C -0.71362 -0.32440 -1.50230 0.6 0.2 -0.3 -0.092
C -0.18432 -1.29094 -0.67078 -0.6 -0.1 2.2 -0.287
C 2.00195 -0.61955 -1.25463 0.9 0.0 -0.6 -0.094
C 1.18634 -1.50688 -0.56876 -1.0 0.7 -0.7 -0.053
H -1.53269 2.64071 1.49383 0.4 -0.4 0.0 0.071
H -1.77459 -0.13251 -1.55631 -0.2 -0.3 0.0 0.112
H -0.15036 2.22748 0.51548 0.6 0.6 0.1 0.054
H 0.89550 0.99415 2.09508 0.5 0.7 1.0 0.062
H 2.25569 0.96583 -2.67382 -0.4 -0.1 -0.1 0.097
H -0.40289 0.94390 -3.09626 0.3 1.1 -0.3 0.092
H -0.00173 2.14244 3.33620 0.7 0.2 -0.6 0.063
H -0.47174 0.48997 3.02110 0.2 1.2 -0.7 0.080
H -1.86192 -1.33675 0.75125 0.2 -0.2 -0.2 0.077
H -1.32269 1.13782 0.64409 -0.1 -0.8 1.0 0.038
H -0.61283 -2.50207 1.15896 0.7 0.1 0.3 0.063
H -1.56789 -2.79977 -0.22310 -0.6 -0.3 0.0 0.073
H 1.44832 -2.37746 0.01947 0.8 0.4 0.1 0.111
H 3.08108 -0.72411 -1.19575 0.0 0.0 0.1 0.097
```
Positions in Å, forces in eV/Å.

Properties
Maximum force = 3.103 eV Å⁻¹
Calculated total energy = -351.29344 hartree
Net charge = 0
Structure (SMILES) = Cc1ccccc1.CC
Orbital gap = 10.080 eV

The following is a quantum chemistry calculation of the molecule C3H4FNO2 at a distorted geometry, from OMol25.

XYZ file:
```
11
Properties=species:S:1:pos:R:3:forces:R:3:lowdin_charge:R:1
F 0.17735 2.04406 0.99134 1.7 0.3 0.2 0.043
O -0.53917 1.01883 -0.81989 0.3 -0.7 -2.2 0.121
O 0.21078 -0.18517 -2.59790 -0.4 0.1 0.6 0.136
N 0.61468 -0.91357 -0.43972 -1.6 -0.6 -2.5 0.065
C 0.18547 -0.55136 0.85725 1.4 3.2 0.6 -0.057
C 0.09222 -0.06690 -1.41280 0.6 0.5 -0.7 -0.503
C -0.48455 0.95804 0.50965 1.5 -1.6 2.0 -0.324
H -0.52833 -1.07586 1.43955 -0.8 -1.1 -0.1 0.099
H -1.40982 1.18282 0.93598 -2.1 -0.9 0.6 0.134
H 1.16781 -0.56812 1.37447 -1.0 0.9 0.8 0.128
H 0.51357 -1.84276 -0.83794 0.4 -0.1 0.7 0.158
```
Positions in Å, forces in eV/Å.

Properties
Maximum force = 3.525 eV Å⁻¹
Calculated total energy = -421.80992 hartree
Net charge = 0
Structure (SMILES) = O=C1NC[C@@H](F)O1
Orbital gap = 11.315 eV

The following is a quantum chemistry calculation of a structure of composition C6H16ClFeIN2O2P at a distorted geometry, from OMol25.

XYZ file:
```
30
Properties=species:S:1:pos:R:3:forces:R:3:mulliken_spin:R:1
I -1.63388 1.68213 -2.12331 -1.4 1.7 -2.1 0.091
Fe -0.15499 0.05233 -0.74939 3.8 -2.2 -0.7 3.984
Cl 0.87278 -1.69941 -1.65093 -0.6 1.2 0.5 0.333
P -1.78433 -1.43430 0.31806 -1.5 -1.6 0.4 0.309
O -1.42986 1.99114 1.23388 0.2 -4.8 -3.6 0.005
O 1.81030 0.69113 0.65315 -3.5 -0.6 -1.3 0.026
N 3.77740 1.80304 0.42332 -1.6 0.5 -1.5 0.002
N 3.56143 0.19793 2.02243 -0.5 -0.1 -0.4 0.002
C -1.28906 1.13115 0.44489 -0.4 7.0 5.7 0.043
C -1.21289 -2.86165 1.21898 0.6 -0.1 0.1 0.026
C -2.51754 -2.03982 -1.20919 0.3 0.1 -0.2 0.027
C 2.96632 0.87066 0.98776 3.7 0.4 1.5 0.007
C -2.44288 2.51388 -4.03887 -0.7 0.9 -1.4 0.074
C -3.22899 -0.86025 1.28150 0.6 0.4 0.0 0.020
H -3.70262 -0.01046 0.75963 -0.1 -0.4 0.4 -0.002
H -0.36000 -3.29380 0.71132 0.2 -0.2 -0.1 -0.004
H -3.27281 -2.77507 -0.93953 -0.1 -0.1 -0.1 0.010
H -2.22140 3.58040 -4.21326 0.6 -0.4 1.1 0.005
H -2.96363 -1.21951 -1.76459 -0.2 0.0 0.0 0.006
H -0.90920 -2.57776 2.21987 0.1 0.1 0.2 0.004
H -2.87405 -0.56302 2.28622 -0.5 -0.1 -0.4 0.001
H -3.90765 -1.73334 1.33300 0.2 0.5 0.1 0.011
H 3.04211 -0.51721 2.51035 0.1 0.2 -0.2 0.000
H -3.53724 2.47352 -4.12709 0.2 -0.6 1.1 0.003
H -2.06309 1.99196 -4.89647 0.6 -0.7 0.1 0.001
H -2.01233 -3.59349 1.29024 -0.2 -0.1 -0.1 0.017
H 4.54762 0.29421 2.24839 -0.5 0.1 -0.2 0.000
H -1.72681 -2.47840 -1.81174 -0.1 -0.2 -0.1 0.000
H 4.75118 1.90150 0.62221 0.2 -0.1 0.2 0.000
H 3.40089 2.34264 -0.37526 0.5 -0.6 1.0 0.000
```
Positions in Å, forces in eV/Å.

Properties
Maximum force = 9.026 eV Å⁻¹
Calculated total energy = -2860.53555 hartree
Net charge = +2
Orbital gap (alpha / beta) = 7.685 / 5.924 eV
⟨S²⟩ = 8.78
Spin multiplicity = 6

The following is a quantum chemistry calculation of a structure of composition C7H9Br2NO2S at a distorted geometry, from OMol25.

XYZ file:
```
22
Properties=species:S:1:pos:R:3:forces:R:3:lowdin_charge:R:1
Br 1.41109 0.44013 3.55932 0.1 0.4 -0.5 0.668
Br -0.42946 -1.78294 4.63427 -0.3 -0.2 -0.6 0.644
S -0.85427 1.45847 -1.41995 -0.7 -1.0 0.7 1.002
O -2.10980 -0.82835 1.86367 1.0 -0.2 1.0 -0.001
O -0.04231 2.65043 -1.49559 0.9 1.9 -0.3 -0.478
N -0.55352 0.65693 1.12358 -0.9 0.1 -3.8 0.007
C 0.63094 0.15159 0.30945 0.0 2.0 1.5 -0.149
C -0.06692 -0.65080 3.14368 0.5 -0.2 1.7 -1.155
C -1.38759 1.32244 0.36063 1.7 -1.1 1.7 -0.069
C 0.30756 0.04599 -1.13457 -1.5 0.1 -0.9 -0.650
C -0.50199 -1.20988 -1.49713 -1.5 0.1 0.1 -0.053
C -1.00400 -0.40840 2.22135 -2.4 0.3 -0.6 -0.616
C 1.48476 0.21451 -2.03720 -1.0 0.7 -2.6 -0.071
H -2.29966 1.73718 0.78876 0.0 -0.2 -0.3 0.129
H 0.85102 -0.78734 0.73882 0.8 -0.9 0.5 0.113
H -0.41202 -1.89391 -0.68431 -0.4 -0.6 0.8 0.076
H 2.04652 1.09974 -1.88047 0.4 1.0 0.4 0.073
H -0.11463 -1.76867 -2.33236 0.3 0.3 -0.6 0.079
H 2.14636 -0.59633 -1.97401 0.9 -1.4 0.3 0.079
H -1.62031 -1.04759 -1.70698 1.6 -0.1 0.5 0.110
H 1.16335 0.24676 -3.14113 0.3 -0.1 1.6 0.129
H 1.35488 0.95005 0.56017 0.3 -0.9 -0.5 0.133
```
Positions in Å, forces in eV/Å.

Properties
Maximum force = 3.875 eV Å⁻¹
Calculated total energy = -6023.43983 hartree
Net charge = 0
Orbital gap = 6.248 eV

The following is a quantum chemistry calculation of a structure of composition C33H17Br3Cl2CrF4N2O2PS5, from OMol25.

XYZ file:
```
70
Properties=species:S:1:pos:R:3:forces:R:3:mulliken_spin:R:1
Br -3.13240 4.40176 -3.71657 0.0 0.1 0.0 0.001
Br 4.30113 2.11930 -5.01931 0.1 0.0 -0.1 0.001
Br 0.03694 2.66179 1.96190 0.1 0.0 0.0 0.010
Cr 0.20128 -0.24362 -0.28418 -0.2 -0.8 0.3 3.178
Cl -3.00043 -2.09345 -4.51577 0.0 0.0 0.0 0.000
Cl -4.07632 0.02680 -2.81689 0.1 -0.1 0.0 0.000
S 2.00947 0.08556 1.26737 -0.1 0.1 -0.1 -0.057
S 0.86653 -2.48080 -0.49350 0.0 0.0 0.2 -0.065
S 4.19714 -1.78898 2.16194 0.0 0.1 0.1 0.003
S 3.21202 -4.02169 0.65330 -0.1 -0.1 -0.1 0.002
S 5.58977 -4.40378 2.39937 0.0 0.0 0.0 -0.004
P -1.11072 -0.77441 1.89390 -0.1 -0.1 0.4 -0.009
F -0.98913 3.95120 4.33870 0.0 0.0 -0.1 0.000
F -3.07061 0.39536 6.50476 0.0 0.0 0.0 0.000
F -2.36083 3.01011 6.42131 0.0 0.0 -0.1 0.000
F -2.44276 -1.22482 4.56628 0.0 0.0 -0.2 0.001
O -0.80881 -0.46281 -3.27596 0.2 -0.2 -0.1 0.007
O -1.46214 -0.98061 -1.17998 0.5 0.2 -0.5 -0.065
N -0.67515 1.60624 -0.96150 0.0 0.2 -0.1 -0.018
N 1.49324 0.34811 -1.79692 0.1 0.1 -0.2 -0.088
C -4.99146 -1.28766 0.65164 0.1 -0.1 0.0 0.000
C -0.21142 -3.37159 2.47256 0.0 -0.1 0.0 0.006
C 4.40057 -3.46039 1.77616 0.0 0.0 0.0 -0.001
C -2.12071 3.30385 -2.58536 0.0 0.0 -0.1 0.007
C -0.18231 -2.03192 2.85136 0.0 0.1 -0.1 -0.014
C -2.60223 2.96908 -1.33218 0.0 0.0 0.1 0.000
C 1.12638 1.41654 -2.51162 -0.3 0.2 0.1 0.031
C 2.67671 -0.21358 -2.04236 0.0 0.0 -0.1 0.030
C 1.93578 1.98287 -3.47365 0.0 0.0 -0.1 -0.005
C -2.05689 2.20220 5.41401 -0.1 0.1 0.1 0.001
C -0.89937 2.82108 -3.00520 0.0 0.1 -0.1 -0.009
C 1.40371 -2.58267 4.58460 0.0 0.0 0.0 0.003
C -2.98321 -1.39771 -2.90321 -0.1 -0.1 0.0 -0.004
C 3.54330 0.27472 -3.00530 0.0 -0.1 0.1 -0.005
C -1.35519 2.66933 4.32373 0.0 0.1 0.1 -0.001
C -3.69156 -0.83504 0.82735 0.0 0.0 0.0 -0.002
C -1.40944 0.48211 3.25404 -0.1 -0.1 0.0 -0.026
C -0.20101 1.98004 -2.15659 0.3 -0.1 0.0 0.005
C 1.35526 -3.91883 4.21528 0.0 0.0 0.0 -0.001
C -3.25025 -2.63985 2.32864 0.0 0.0 0.0 -0.001
C -2.41692 0.87587 5.45217 -0.1 0.0 0.1 -0.001
C 2.75806 -1.49830 1.21418 0.0 0.3 0.1 0.029
C -1.58600 -0.92695 -2.46960 -0.5 0.4 0.4 0.023
C 2.29696 -2.53975 0.51194 -0.1 -0.2 -0.2 0.004
C -1.02811 1.83256 3.26844 0.1 0.0 0.0 0.004
C -5.41782 -2.43638 1.29984 0.0 0.0 0.0 -0.001
C 0.54476 -4.31068 3.15878 0.0 0.0 0.0 -0.002
C -4.53859 -3.11522 2.13030 0.0 0.0 0.0 0.000
C -2.80520 -1.48579 1.68443 0.0 0.0 0.0 -0.018
C 3.16195 1.39048 -3.72039 0.0 0.1 0.0 0.010
C -2.08522 0.04761 4.39828 0.0 -0.1 -0.1 0.000
C -1.84233 2.11812 -0.56050 0.0 -0.1 -0.1 0.028
C 0.63921 -1.64540 3.90538 0.0 0.0 0.1 0.011
H -3.36903 0.01978 0.25611 0.1 0.1 0.0 0.001
H -2.17286 1.83946 0.42818 -0.1 -0.1 0.0 -0.002
H -3.54652 3.34660 -0.96809 0.0 0.0 0.0 0.000
H -6.42514 -2.80554 1.15175 0.0 0.0 0.0 0.000
H -0.80986 -3.68680 1.62859 0.0 0.0 0.0 0.006
H 2.93037 -1.08272 -1.45357 0.0 0.0 0.0 0.000
H -3.37016 -2.13259 -2.20850 -0.1 0.0 0.0 0.000
H -4.85587 -4.01610 2.64058 0.0 0.0 0.0 0.000
H -0.51385 3.05912 -3.98506 0.0 0.0 0.0 -0.001
H 1.62368 2.86437 -4.01358 0.1 0.0 0.0 -0.001
H 0.70920 -0.60283 4.18955 0.0 0.0 0.0 0.000
H 4.49183 -0.21179 -3.17624 0.0 0.0 0.0 -0.001
H -2.59783 -3.17750 2.99944 0.0 0.0 0.0 0.000
H 1.96224 -4.64923 4.73574 0.0 0.0 0.0 0.000
H 0.51632 -5.34814 2.85051 0.0 0.0 0.0 0.000
H 2.04844 -2.26324 5.39402 0.0 0.0 0.0 0.000
H -5.65424 -0.75924 -0.01991 0.0 0.0 0.0 0.000
```
Positions in Å, forces in eV/Å.

Properties
Maximum force = 0.833 eV Å⁻¹
Calculated total energy = -13946.51703 hartree
Net charge = 0
Orbital gap (alpha / beta) = 5.870 / 5.791 eV
⟨S²⟩ = 3.81
Spin multiplicity = 4

Question: maximum force of number 6 (C33H17Br3Cl2CrF4N2O2PS5)?
Answer: 0.833 eV Å⁻¹